*one*
{
  "formula": "C5H13N2",
  "method": "wB97M-V/def2-TZVPD",
  "e_homo_ha": -0.4712,
  "total_charge": 1,
  "multiplicity": 1,
  "molar_mass_g_mol": 101.173,
  "smiles": "C=CC[C@@H]([NH3+])CN",
  "lumo_energy_ha": -0.1233,
  "symbols": ["C", "C", "C", "C", "N", "C", "N", "H", "H", "H", "H", "H", "H", "H", "H", "H", "H", "H", "H", "H"],
  "coordinates": [[-2.608, 0.293, -0.158], [-1.907, -0.642, 0.484], [-0.586, -0.324, 1.200], [0.510, 0.285, 0.362], [1.825, -0.256, 0.922], [0.421, -0.066, -1.154], [1.650, 0.591, -1.583], [-2.582, 1.330, 0.190], [-3.421, 0.394, -0.793], [-2.062, -1.669, 0.527], [-0.320, -1.200, 1.813], [-1.176, 0.398, 1.999], [0.516, 1.394, 0.442], [2.677, 0.026, 0.273], [2.028, 0.144, 1.886], [1.955, -1.254, 0.788], [-0.658, 0.340, -1.601], [0.330, -1.195, -1.152], [1.317, 1.495, -1.783], [2.095, 0.182, -2.360]],
  "lowdin_charge": [0.012, -0.176, -0.178, -0.322, 0.170, -0.205, 0.007, 0.083, 0.046, 0.083, 0.113, 0.182, 0.163, 0.199, 0.201, 0.157, 0.168, 0.143, 0.079, 0.077]
}



*two*
{
  "formula": "C5H13N2",
  "method": "wB97M-V/def2-TZVPD",
  "e_homo_ha": -0.4612,
  "total_charge": 1,
  "multiplicity": 1,
  "molar_mass_g_mol": 101.173,
  "smiles": "CN/C=C/CC[NH3+]",
  "lumo_energy_ha": -0.1313,
  "symbols": ["C", "N", "C", "C", "C", "C", "N", "H", "H", "H", "H", "H", "H", "H", "H", "H", "H", "H", "H", "H"],
  "coordinates": [[3.298, -0.411, -0.146], [2.246, 0.258, 0.553], [1.027, 0.499, -0.202], [-0.162, 0.658, 0.288], [-1.434, 0.949, -0.556], [-2.325, -0.224, -0.373], [-2.171, -1.023, 0.825], [4.326, -0.501, 0.364], [3.575, -0.033, -1.141], [3.048, -1.618, -0.470], [2.669, 1.156, 0.778], [1.074, 0.875, -1.229], [-0.055, 0.947, 1.320], [-2.002, 1.771, -0.162], [-1.241, 1.166, -1.615], [-2.161, -0.923, -1.147], [-3.425, 0.057, -0.485], [-1.217, -1.340, 0.983], [-2.307, -0.406, 1.663], [-2.761, -1.857, 0.750]],
  "lowdin_charge": [-0.188, -0.104, -0.151, -0.134, -0.141, -0.214, 0.173, 0.100, 0.059, 0.140, 0.122, 0.133, 0.122, 0.111, 0.137, 0.122, 0.168, 0.157, 0.200, 0.186]
}



*three*
{
  "formula": "C5H13N2",
  "method": "wB97M-V/def2-TZVPD",
  "e_homo_ha": -0.4955,
  "total_charge": 1,
  "multiplicity": 1,
  "molar_mass_g_mol": 101.173,
  "smiles": "C=CC[C@@H]([NH3+])CN",
  "lumo_energy_ha": -0.1196,
  "symbols": ["C", "C", "C", "C", "N", "C", "N", "H", "H", "H", "H", "H", "H", "H", "H", "H", "H", "H", "H", "H"],
  "coordinates": [[1.501, -2.320, 0.076], [0.818, -1.636, 0.968], [-0.583, -1.120, 0.671], [-0.647, 0.150, -0.194], [-1.686, 1.135, 0.295], [0.628, 1.002, -0.331], [0.337, 2.034, -1.306], [1.043, -2.568, -0.885], [2.425, -2.886, 0.135], [1.196, -1.387, 1.949], [-1.124, -0.964, 1.602], [-1.119, -1.927, 0.162], [-0.930, -0.093, -1.206], [-1.528, 2.000, -0.236], [-2.631, 0.785, 0.111], [-1.628, 1.215, 1.308], [1.452, 0.341, -0.589], [0.846, 1.436, 0.652], [0.774, 1.847, -2.200], [0.660, 2.956, -1.039]],
  "lowdin_charge": [0.021, -0.178, -0.143, -0.279, 0.212, -0.220, 0.010, 0.078, 0.074, 0.107, 0.112, 0.125, 0.148, 0.147, 0.178, 0.167, 0.116, 0.137, 0.096, 0.091]
}



*four*
{
  "formula": "C5H13N2",
  "method": "wB97M-V/def2-TZVPD",
  "e_homo_ha": -0.4657,
  "total_charge": 1,
  "multiplicity": 1,
  "molar_mass_g_mol": 101.173,
  "smiles": "CCC/C([NH3+])=C/N",
  "lumo_energy_ha": -0.1445,
  "symbols": ["C", "C", "C", "C", "N", "C", "N", "H", "H", "H", "H", "H", "H", "H", "H", "H", "H", "H", "H", "H"],
  "coordinates": [[2.691, 0.399, 1.752], [1.193, 0.036, 1.530], [0.997, -0.110, -0.018], [-0.431, 0.137, -0.500], [-0.667, 1.254, -1.389], [-1.356, -0.850, -0.304], [-2.598, -1.094, -0.942], [3.209, -0.371, 2.253], [2.948, 1.221, 2.362], [3.182, 0.533, 0.860], [1.167, -0.954, 1.909], [0.422, 0.742, 1.991], [1.392, -1.149, -0.225], [1.663, 0.540, -0.737], [-1.039, 0.935, -2.454], [-1.308, 1.948, -1.111], [0.090, 1.835, -1.546], [-1.242, -1.644, 0.566], [-3.195, -1.753, -0.620], [-3.004, -0.670, -1.696]],
  "lowdin_charge": [-0.088, -0.206, -0.182, -0.286, 0.213, -0.062, 0.116, 0.064, 0.065, 0.034, 0.083, 0.134, 0.135, 0.140, 0.271, 0.148, 0.123, 0.187, 0.055, 0.057]
}



Name the least stable of them. *one*.



*one*
{
  "formula": "C2H9NO2",
  "method": "wB97M-V/def2-TZVPD",
  "e_homo_ha": [-0.5171, -0.5170],
  "total_charge": 1,
  "multiplicity": 2,
  "molar_mass_g_mol": 79.099,
  "lumo_energy_ha": [-0.1354, -0.3536],
  "symbols": ["C", "O", "H", "H", "H", "H", "N", "C", "O", "H", "H", "H", "H", "H"],
  "coordinates": [[-2.536, -0.094, -0.169], [-1.926, 1.001, -0.702], [-1.766, -0.921, -0.258], [-2.784, -0.067, 0.904], [-3.399, -0.475, -0.770], [-2.502, 1.640, -1.077], [2.131, -1.075, -0.412], [1.902, 0.173, 0.146], [0.838, 0.099, 1.209], [2.195, -1.847, 0.223], [1.496, -1.424, -1.198], [2.715, 0.479, 0.733], [1.673, 1.000, -0.529], [-0.040, -0.137, 0.940]],
  "lowdin_charge": [-0.207, -0.098, 0.076, 0.088, 0.105, 0.080, 0.307, -0.179, 0.115, 0.146, 0.201, 0.136, 0.161, 0.069]
}



*two*
{
  "formula": "C2H9NO2",
  "method": "wB97M-V/def2-TZVPD",
  "e_homo_ha": [-0.4998, -0.4998],
  "total_charge": 1,
  "multiplicity": 2,
  "molar_mass_g_mol": 79.099,
  "lumo_energy_ha": [-0.1463, -0.3459],
  "symbols": ["C", "O", "H", "H", "H", "H", "N", "C", "O", "H", "H", "H", "H", "H"],
  "coordinates": [[1.055, 1.063, -1.756], [-0.010, 1.975, -1.880], [0.834, 0.105, -1.287], [1.777, 1.603, -1.126], [1.761, 0.926, -2.575], [-0.446, 1.853, -2.731], [-1.388, -1.666, 1.107], [-0.800, -0.408, 1.675], [0.455, -0.417, 1.133], [-1.200, -1.765, 0.096], [-0.901, -2.487, 1.496], [-0.841, -0.454, 2.757], [-1.378, 0.437, 1.301], [1.083, -0.765, 1.790]],
  "lowdin_charge": [-0.190, -0.102, 0.045, 0.086, 0.085, 0.085, 0.331, -0.214, 0.098, 0.159, 0.155, 0.151, 0.155, 0.157]
}



Name the least stable of them. *one*.



*one*
{
  "formula": "C2H9N3O",
  "method": "wB97M-V/def2-TZVPD",
  "e_homo_ha": -0.3172,
  "total_charge": 0,
  "multiplicity": 1,
  "molar_mass_g_mol": 91.114,
  "smiles": "C[C@H](O)N(N)N",
  "lumo_energy_ha": 0.0271,
  "symbols": ["C", "C", "O", "N", "N", "N", "H", "H", "H", "H", "H", "H", "H", "H", "H"],
  "coordinates": [[0.281, 1.651, 0.837], [-0.434, 0.730, -0.133], [-1.654, 0.308, 0.417], [0.335, -0.520, -0.334], [0.108, -1.388, -1.436], [0.865, -1.119, 0.815], [1.276, 1.883, 0.465], [0.359, 1.169, 1.807], [-0.308, 2.559, 0.943], [-0.547, 1.182, -1.134], [-1.780, -0.537, -0.168], [-0.886, -1.620, -1.504], [0.390, -0.921, -2.291], [1.763, -1.525, 0.574], [0.232, -1.852, 1.141]],
  "lowdin_charge": [-0.045, -0.451, -0.049, -0.332, 0.047, 0.045, 0.080, 0.070, 0.077, 0.140, 0.122, 0.061, 0.076, 0.080, 0.080]
}



*two*
{
  "formula": "C2H9N3O",
  "method": "wB97M-V/def2-TZVPD",
  "e_homo_ha": -0.3550,
  "total_charge": 0,
  "multiplicity": 1,
  "molar_mass_g_mol": 91.114,
  "smiles": "NC=O.NCN",
  "lumo_energy_ha": 0.0271,
  "symbols": ["N", "C", "O", "H", "H", "H", "N", "C", "N", "H", "H", "H", "H", "H", "H"],
  "coordinates": [[1.846, -0.968, -0.880], [2.436, 0.255, -0.939], [3.529, 0.471, -1.388], [0.841, -0.999, -0.896], [2.345, -1.742, -1.271], [1.821, 1.081, -0.561], [-0.618, 1.107, 1.054], [-1.534, 0.461, 0.097], [-2.161, -0.803, 0.438], [-1.122, 1.365, 1.901], [0.036, 0.391, 1.374], [-2.308, 1.201, -0.113], [-0.951, 0.318, -0.816], [-1.447, -1.461, 0.714], [-2.713, -0.678, 1.286]],
  "lowdin_charge": [0.120, -0.433, 0.023, 0.064, 0.098, 0.115, -0.012, -0.384, -0.005, 0.059, 0.051, 0.107, 0.085, 0.050, 0.064]
}



Name the least stable of them. *one*.



*one*
{
  "formula": "C2H9N3O",
  "method": "wB97M-V/def2-TZVPD",
  "e_homo_ha": -0.3200,
  "total_charge": 0,
  "multiplicity": 1,
  "molar_mass_g_mol": 91.114,
  "lumo_energy_ha": 0.0331,
  "symbols": ["H", "O", "N", "H", "H", "C", "N", "H", "N", "H", "H", "C", "H", "H", "H"],
  "coordinates": [[0.733, 1.402, -0.997], [1.968, 1.918, -0.727], [-0.159, 0.462, -0.982], [2.483, 1.165, -0.886], [-0.087, -0.346, -1.706], [-0.200, 0.046, 0.335], [-1.408, -0.726, 0.610], [-1.993, -0.130, 0.152], [0.767, 0.264, 1.192], [0.496, 0.147, 2.164], [2.003, 2.002, 0.186], [-1.381, -2.077, -0.059], [-0.896, -2.811, 0.593], [-2.385, -2.645, 0.036], [-1.015, -1.944, -1.122]],
  "lowdin_charge": [0.116, 0.047, 0.008, 0.059, 0.095, -0.581, -0.051, 0.038, 0.091, 0.034, 0.026, -0.110, 0.064, 0.095, 0.069]
}



*two*
{
  "formula": "C2H9N3O",
  "method": "wB97M-V/def2-TZVPD",
  "e_homo_ha": -0.3501,
  "total_charge": 0,
  "multiplicity": 1,
  "molar_mass_g_mol": 91.114,
  "smiles": "NC=O.NCN",
  "lumo_energy_ha": 0.0190,
  "symbols": ["N", "C", "O", "H", "H", "H", "N", "C", "N", "H", "H", "H", "H", "H", "H"],
  "coordinates": [[1.286, 0.650, 2.551], [1.154, 1.781, 1.836], [1.551, 1.959, 0.649], [0.374, 0.415, 2.900], [1.498, 0.076, 1.787], [0.417, 2.474, 2.256], [-0.812, -1.772, -0.557], [-0.169, -0.697, -1.433], [-0.974, -0.054, -2.462], [-1.637, -1.395, -0.063], [-0.121, -2.027, 0.237], [0.724, -1.160, -1.922], [-0.010, 0.162, -0.763], [-1.764, 0.478, -2.105], [-1.516, -0.891, -2.911]],
  "lowdin_charge": [0.116, -0.382, -0.024, 0.097, 0.070, 0.123, -0.054, -0.377, -0.034, 0.043, 0.076, 0.115, 0.078, 0.050, 0.103]
}



Name the least stable of them. *one*.



*one*
{
  "formula": "C2H4ClN",
  "method": "wB97M-V/def2-TZVPD",
  "e_homo_ha": [-0.3249, -0.3111],
  "total_charge": 0,
  "multiplicity": 1,
  "molar_mass_g_mol": 77.514,
  "lumo_energy_ha": [0.0135, 0.0140],
  "symbols": ["C", "C", "N", "Cl", "H", "H", "H", "H"],
  "coordinates": [[1.146, -0.968, -0.033], [-1.052, 0.981, -0.032], [1.060, 0.238, -0.297], [-2.031, -0.405, 0.073], [2.170, -1.230, -0.326], [0.284, -1.610, -0.033], [-1.190, 1.419, -0.989], [-0.911, 1.372, 0.890]],
  "lowdin_charge": [-0.205, -0.465, 0.027, 0.570, 0.071, 0.012, 0.013, -0.023]
}



*two*
{
  "formula": "C2H4ClN",
  "method": "wB97M-V/def2-TZVPD",
  "e_homo_ha": -0.3871,
  "total_charge": 0,
  "multiplicity": 1,
  "molar_mass_g_mol": 77.514,
  "smiles": "C/N=C/Cl",
  "lumo_energy_ha": 0.0331,
  "symbols": ["C", "N", "C", "Cl", "H", "H", "H", "H"],
  "coordinates": [[-0.224, -0.418, 0.022], [1.188, -0.652, 0.030], [1.875, 0.376, -0.005], [3.696, -0.038, 0.009], [-0.828, -0.897, 0.673], [-0.692, -0.753, -1.039], [-0.512, 0.743, 0.052], [1.715, 1.372, -0.045]],
  "lowdin_charge": [-0.153, -0.083, -0.514, 0.456, 0.016, 0.127, 0.112, 0.040]
}



*three*
{
  "formula": "C2H4ClN",
  "method": "wB97M-V/def2-TZVPD",
  "e_homo_ha": [-0.3105, -0.3607],
  "total_charge": 0,
  "multiplicity": 1,
  "molar_mass_g_mol": 77.514,
  "lumo_energy_ha": [-0.0044, -0.0035],
  "symbols": ["C", "C", "N", "Cl", "H", "H", "H", "H"],
  "coordinates": [[-0.998, -1.205, -1.619], [0.148, -0.206, 0.362], [-0.082, -1.532, 0.041], [-1.172, -2.382, -2.652], [-0.874, -0.071, -1.889], [0.842, 0.372, -0.303], [0.433, -0.192, 1.472], [-0.882, 0.315, 0.369]],
  "lowdin_charge": [-0.674, -0.344, 0.007, 0.685, 0.065, 0.084, 0.087, 0.091]
}



Name the least stable of them. *three*.



*one*
{
  "formula": "C2H4ClN",
  "method": "wB97M-V/def2-TZVPD",
  "e_homo_ha": -0.3394,
  "total_charge": 0,
  "multiplicity": 1,
  "molar_mass_g_mol": 77.514,
  "lumo_energy_ha": -0.0096,
  "symbols": ["C", "C", "N", "Cl", "H", "H", "H", "H"],
  "coordinates": [[1.040, 1.464, 0.008], [-0.414, -0.507, -0.021], [0.078, 0.830, -0.243], [2.915, -0.235, 0.373], [1.528, 2.424, 0.185], [-1.145, -0.412, 0.812], [0.522, -0.999, 0.454], [-1.033, -0.928, -0.894]],
  "lowdin_charge": [-0.017, -0.092, -0.036, -0.210, 0.099, 0.091, 0.048, 0.116]
}



*two*
{
  "formula": "C2H4ClN",
  "method": "wB97M-V/def2-TZVPD",
  "e_homo_ha": -0.3534,
  "total_charge": 0,
  "multiplicity": 1,
  "molar_mass_g_mol": 77.514,
  "smiles": "ClN1CC1",
  "lumo_energy_ha": 0.0363,
  "symbols": ["Cl", "N", "C", "C", "H", "H", "H", "H"],
  "coordinates": [[-2.755, 0.000, 0.119], [-1.234, 0.000, -0.730], [-0.165, 0.738, -0.101], [-0.165, -0.738, -0.101], [-0.366, 1.254, 0.828], [0.463, 1.279, -0.795], [0.463, -1.279, -0.795], [-0.366, -1.254, 0.828]],
  "lowdin_charge": [0.561, -0.505, -0.222, -0.222, 0.095, 0.100, 0.100, 0.095]
}



Name the least stable of them. *one*.